1.
ORCA calculation (ωB97M-V with the def2-TZVPD basis set) on 2 unconnected molecules or ions with the total composition C5H13N in a non-equilibrium geometry.

Its frontier orbital gap is 10.027 eV. Its total charge is 0. The energy relative to the best compared isomer or geometry (same formula, charge and spin) is 159.6 kJ/mol. As for the SMILES: C/C=C/C.CN.

Each line ends with the natural charge from an NBO analysis.
Atoms and positions in Å:
H 1.761 0.298 1.895  0.1865
H -3.440 0.425 -1.117  0.2147
C -0.165 0.286 -1.765  -0.1928
C 1.567 -0.575 2.586  -0.4214
H -1.301 1.836 -0.941  0.1846
C -2.516 -0.033 -0.673  -0.6488
H 0.688 -0.267 3.227  0.1687
H 1.444 1.093 -2.944  0.2167
C 1.059 1.143 -1.893  -0.6536
H 1.781 0.958 -1.062  0.2283
C -1.288 0.754 -1.116  -0.1851
H 0.259 -1.395 1.319  0.3506
H 2.513 -0.743 3.123  0.1992
H -2.442 -1.081 -1.066  0.2119
H -0.151 -0.739 -2.141  0.1967
N 1.146 -1.684 1.699  -0.8258
H 0.802 2.247 -1.853  0.2097
H 0.964 -2.484 2.325  0.3431
H -2.680 -0.039 0.396  0.2170



2.
ORCA calculation (ωB97M-V with the def2-TZVPD basis set) on 2 unconnected molecules or ions with the total composition C5H13N in a non-equilibrium geometry.

Its frontier orbital gap is 10.824 eV. Its total charge is 0. The energy relative to the best compared isomer or geometry (same formula, charge and spin) is 177.2 kJ/mol. As for the SMILES: C=NC.CCC.

Each line ends with the natural charge from an NBO analysis.
Atoms and positions in Å:
H 2.500 1.557 3.269  0.1998
H 2.458 -0.580 1.352  0.2004
H 3.428 2.986 2.590  0.2095
C 3.663 1.254 1.369  -0.3981
H -5.281 -1.796 -3.561  0.2084
H -2.214 -0.450 -1.308  0.1731
H 1.704 0.694 0.403  0.2007
H -5.648 -2.023 -1.774  0.1998
H -4.515 -2.991 -2.603  0.1944
C -3.061 -1.116 -1.408  -0.0644
N -3.788 -1.008 -2.453  -0.3797
H 4.400 0.709 1.936  0.2016
H 3.123 -0.133 -0.260  0.2055
H 4.154 1.825 0.597  0.1956
H 1.815 2.379 1.984  0.2054
H -3.335 -1.757 -0.593  0.1406
C 2.691 0.279 0.676  -0.6096
C -4.898 -1.970 -2.550  -0.4722
C 2.805 2.139 2.335  -0.6107



3.
ORCA calculation (ωB97M-V with the def2-TZVPD basis set) on 2 unconnected molecules or ions with the total composition C5H13N in a non-equilibrium geometry.

Its frontier orbital gap is 10.248 eV. Its total charge is 0. The energy relative to the best compared isomer or geometry (same formula, charge and spin) is 154.6 kJ/mol. As for the SMILES: C=CC.CCN.

Each line ends with the natural charge from an NBO analysis.
Atoms and positions in Å:
C 1.163 1.558 0.740  -0.1619
C 0.813 1.622 2.029  -0.4075
H -0.380 -1.676 0.858  0.2206
H 0.300 1.451 0.085  0.1838
H 2.817 2.464 -0.375  0.2210
H 3.215 1.522 0.997  0.2104
C -1.133 -1.015 -1.083  -0.2150
H -1.930 -1.237 -2.886  0.3495
C -1.298 -1.663 0.271  -0.6237
H -0.962 0.077 -1.058  0.1883
H -0.305 -1.563 -1.563  0.1682
H -1.473 -2.761 0.127  0.1995
H 2.652 0.666 -0.489  0.2212
C 2.549 1.539 0.152  -0.6504
H -0.187 1.504 2.424  0.2044
H 1.610 1.763 2.727  0.1777
H -2.131 -1.282 0.875  0.2096
H -2.991 -1.865 -1.870  0.3570
N -2.329 -1.104 -1.960  -0.8526



4.
ORCA calculation (ωB97M-V with the def2-TZVPD basis set) on 2 unconnected molecules or ions with the total composition C5H13N2 in a non-equilibrium geometry.

Its frontier orbital gap (spin up / spin down) is 4.577 / 9.956 eV. Its total charge is 0. As for the spin multiplicity: 2. The energy relative to the best compared isomer or geometry (same formula, charge and spin) is 156.7 kJ/mol.

Each line ends with the natural charge from an NBO analysis.
Atoms and positions in Å:
H -1.276 -2.901 -2.770  0.3914
C 0.895 0.801 1.913  0.0303
C 1.560 -0.367 2.575  -0.6507
N -0.869 -2.065 -2.367  -0.8474
H -0.429 -0.366 0.757  0.2171
H -0.535 0.394 -1.316  0.3864
H 0.422 2.934 1.894  0.1966
C 0.998 2.078 2.365  -0.4199
H -2.079 -0.878 -3.508  0.1481
H 2.185 0.009 3.462  0.2223
H 0.779 -1.042 2.953  0.2190
N -1.196 0.283 -2.107  -0.8523
C 0.179 0.485 0.581  -0.6783
C -1.412 -0.893 -2.661  0.0067
H -0.530 1.290 0.286  0.2276
H 1.387 2.350 3.354  0.1979
H 0.928 0.204 -0.207  0.2172
H 2.200 -0.974 1.870  0.2187
H -1.608 1.083 -2.561  0.3963
H -0.305 -2.252 -1.534  0.3729



5.
ORCA calculation (ωB97M-V with the def2-TZVPD basis set) on a gas-phase ion, C5H13N2 (charge +1) in a non-equilibrium geometry.

Its frontier orbital gap is 10.187 eV. Its total charge is +1. The energy relative to the best compared isomer or geometry (same formula, charge and spin) is 181.3 kJ/mol. As for the SMILES: CCC(=[NH2+])[C@@H](C)N.

Each line ends with the natural charge from an NBO analysis.
Atoms and positions in Å:
H 3.127 1.792 -0.431  0.2576
H -1.699 -0.695 2.120  0.3939
H 2.974 0.734 0.924  0.2285
H 0.618 1.451 -1.030  0.2622
H -0.924 -0.164 -1.929  0.2237
C 1.037 1.142 -0.089  -0.4981
H 2.776 0.053 -0.722  0.1966
C 0.260 -0.115 0.184  0.5341
H 1.931 -1.367 0.160  0.4447
N 0.865 -1.247 0.264  -0.6715
H 0.338 -2.190 0.247  0.4592
C -1.711 -0.452 -1.179  -0.6298
H -2.606 0.189 -1.448  0.2542
H -2.702 -1.412 0.823  0.4070
C 2.582 0.939 -0.116  -0.6127
C -1.276 0.006 0.279  -0.1190
H -2.013 -1.586 -1.259  0.2478
H 0.727 1.871 0.668  0.2605
H -1.323 1.059 0.453  0.2110
N -1.813 -1.031 1.145  -0.8499



6.
ORCA calculation (ωB97M-V with the def2-TZVPD basis set) on 2 unconnected molecules or ions with the total composition C5H13N2 in a non-equilibrium geometry.

Its frontier orbital gap is 9.968 eV. Its total charge is +1. The energy relative to the best compared isomer or geometry (same formula, charge and spin) is 286.5 kJ/mol.

Each line ends with the natural charge from an NBO analysis.
Atoms and positions in Å:
H -0.695 0.188 -3.862  0.2461
C -0.791 -0.089 3.107  -0.4187
H -0.359 0.505 0.886  0.4449
H 0.812 1.893 -2.115  0.2200
H -1.772 0.277 3.174  0.2511
H -0.056 0.384 3.745  0.2225
H 2.314 -1.322 0.049  0.4466
H -1.574 0.216 -1.240  0.2018
H -0.002 2.200 -0.622  0.2062
C 0.994 -0.602 1.579  0.4056
H -1.140 -1.289 -2.976  0.2359
C 0.040 1.510 -1.436  -0.4575
H 1.003 -0.348 -0.418  0.4259
C -0.563 -0.343 -2.963  -0.6590
N -0.229 -0.081 1.789  -0.5324
H -0.861 -1.175 3.435  0.2280
N 1.438 -0.867 0.342  -0.7286
C -0.752 0.554 -1.749  -0.1688
H 0.561 -0.601 -3.033  0.2099
H 1.633 -1.009 2.311  0.2205